[1]
The following is a DFT calculation (wB97M-V/def2-TZVPD) of a cluster of 11 separate species, C26H79N17O11 in total in a non-equilibrium geometry.

The orbital gap (alpha / beta) comes out at 7.02 / 1.41 eV. The calculation puts the energy above the lowest of the compared OMol25 structures with the same formula, charge and spin at 433.3 kJ/mol. The charge is +1. As for the HOMO energy (alpha / beta): -0.35597 / -0.35597 Ha. The multiplicity is 2.

Element x y z (Å)
C: 6.16 0.39 -3.03
O: 6.98 0.23 -2.13
N: 5.13 1.21 -2.86
N: 6.36 -0.11 -4.22
H: 4.81 1.78 -3.63
H: 5.13 1.58 -1.92
H: 7.28 -0.40 -4.52
H: 5.65 -0.13 -4.95
C: 4.38 -3.17 -1.84
O: 4.17 -2.97 -3.00
N: 5.38 -3.81 -1.39
N: 3.80 -2.54 -0.84
H: 5.45 -4.02 -0.40
H: 6.03 -4.10 -2.10
H: 2.96 -1.99 -0.95
H: 4.13 -2.76 0.09
C: 3.09 0.18 -5.56
O: 4.12 0.34 -6.23
N: 2.12 1.00 -5.53
N: 2.87 -0.76 -4.75
H: 2.09 1.77 -6.19
H: 1.49 0.94 -4.74
H: 2.02 -0.95 -4.23
H: 3.31 -1.65 -4.95
C: -1.39 -0.66 -4.99
O: -0.25 -0.62 -5.37
N: -1.61 -0.29 -3.79
N: -2.39 -1.13 -5.68
H: -2.53 -0.16 -3.40
H: -0.71 0.00 -3.45
H: -3.34 -1.04 -5.34
H: -2.19 -1.47 -6.61
C: 1.86 0.78 4.05
O: 0.83 0.21 3.57
N: 2.84 1.36 3.37
N: 2.05 0.93 5.31
H: 3.63 1.80 3.81
H: 2.82 1.28 2.36
H: 2.97 1.19 5.64
H: 1.35 0.57 5.94
C: 3.85 3.52 0.50
O: 4.03 2.38 0.17
N: 2.77 4.07 0.77
N: 4.82 4.44 0.61
H: 2.00 3.43 0.70
H: 2.83 4.94 1.29
H: 4.54 5.40 0.75
H: 5.75 4.26 0.27
C: 0.67 -5.34 1.61
C: 0.62 -5.55 0.09
C: 0.24 -4.35 -0.85
O: 0.30 -4.89 -2.24
C: 0.52 -3.90 -3.26
N: 1.93 -6.00 -0.43
H: -0.35 -4.98 1.75
H: 1.51 -4.74 1.95
H: 0.78 -6.28 2.15
H: -0.10 -6.34 -0.10
H: 1.02 -3.58 -0.79
H: -0.66 -3.98 -0.37
H: 0.48 -4.44 -4.21
H: 1.36 -3.22 -3.17
H: -0.41 -3.33 -3.25
H: 1.92 -6.15 -1.43
H: 2.00 -6.96 -0.15
C: -5.01 6.88 -2.85
C: -5.05 5.41 -3.24
C: -3.93 4.45 -2.63
O: -3.80 4.41 -1.21
C: -2.52 4.01 -0.64
N: -6.34 4.84 -2.96
H: -5.63 7.52 -3.47
H: -4.03 7.31 -2.67
H: -5.55 7.05 -1.92
H: -4.98 5.41 -4.33
H: -2.96 4.61 -3.10
H: -4.14 3.41 -2.85
H: -1.75 4.74 -0.87
H: -2.19 3.05 -1.03
H: -2.62 4.04 0.44
H: -6.60 5.24 -2.07
H: -6.34 3.83 -2.95
C: 0.06 -3.57 4.67
C: -0.52 -2.57 5.67
C: 0.33 -2.11 6.81
O: 1.10 -3.14 7.46
C: 0.56 -4.05 8.32
N: -1.01 -1.55 4.72
H: 0.84 -3.08 4.10
H: -0.68 -3.95 3.96
H: 0.27 -4.53 5.15
H: -1.41 -3.14 5.95
H: -0.24 -1.45 7.46
H: 1.08 -1.57 6.23
H: 0.39 -5.03 7.87
H: -0.28 -3.78 8.96
H: 1.28 -4.38 9.07
H: -0.24 -1.36 4.10
H: -1.09 -0.84 5.43
C: -1.68 0.30 -0.21
C: -0.66 -0.71 0.08
C: 0.74 -0.06 -0.25
O: 0.51 0.56 -1.51
C: 1.69 1.29 -1.98
N: -0.68 -1.21 1.45
H: -2.51 0.20 0.48
H: -1.87 0.32 -1.28
H: -1.25 1.28 0.01
H: -0.80 -1.47 -0.69
H: 1.47 -0.85 -0.44
H: 1.15 0.64 0.48
H: 2.59 0.85 -1.56
H: 1.80 2.34 -1.74
H: 1.70 1.24 -3.07
H: -0.27 -0.52 2.06
H: -1.64 -1.27 1.77
C: -5.76 0.56 0.88
C: -5.69 2.07 1.43
C: -4.22 2.48 2.00
O: -4.02 1.53 2.97
C: -2.77 1.30 3.49
N: -6.06 2.90 0.34
H: -4.85 0.19 0.41
H: -6.65 0.34 0.29
H: -5.89 -0.11 1.73
H: -6.28 2.34 2.30
H: -4.28 3.44 2.50
H: -3.40 2.40 1.28
H: -2.14 0.79 2.76
H: -2.89 0.55 4.27
H: -2.21 2.16 3.86
H: -5.38 2.97 -0.41
H: -6.01 3.81 0.78

Löwdin population analysis, charges in e, atoms 1 to 6:
1 C -0.7557
2 O -0.0087
3 N 0.1690
4 N 0.1857
5 H 0.1064
6 H 0.0784

[2]
The following is a DFT calculation (wB97M-V/def2-TZVPD) of a cluster of 9 separate species, C25H53ClINO12 in total in a non-equilibrium geometry.

The orbital gap comes out at 8.08 eV. Its SMILES is NCCCC[C@@H]1OC(=O)[C@@](Cl)(COc2ccccc2)[C@H]1CC(=O)I.CO.CO.CO.CO.CO.CO.CO.CO. As for the HOMO energy: -0.32025 Ha.

Element x y z (Å)
N: 3.48 1.47 1.14
C: 2.29 0.69 0.58
C: 1.27 1.77 -0.11
C: 0.05 2.29 0.93
C: -1.42 2.12 0.24
C: -2.53 1.31 1.14
O: -2.50 1.41 2.61
C: -3.11 0.12 3.08
O: -4.13 -0.08 3.91
C: -2.19 -0.95 2.21
Cl: -0.52 -0.73 3.01
C: -2.44 -2.56 2.40
O: -1.18 -3.36 2.30
C: -0.85 -3.61 0.87
C: 0.12 -2.59 0.01
C: 0.51 -2.76 -1.58
C: -0.06 -4.07 -2.40
C: -1.00 -5.13 -1.57
C: -1.43 -4.94 0.03
C: -2.47 -0.29 0.73
C: -3.98 -0.57 0.11
C: -3.96 -0.31 -1.53
O: -3.58 -1.37 -2.29
I: -4.50 1.59 -2.49
H: 4.33 0.87 1.13
H: 3.22 1.77 2.12
H: 1.80 -0.02 1.37
H: 2.74 0.03 -0.30
H: 0.85 1.31 -1.10
H: 1.94 2.70 -0.43
H: 0.15 1.84 2.01
H: 0.24 3.46 1.03
H: -1.30 1.51 -0.77
H: -1.87 3.17 -0.02
H: -3.54 1.90 0.90
H: -3.02 -2.85 3.39
H: -3.11 -2.95 1.50
H: 0.57 -1.64 0.55
H: 1.21 -1.93 -2.08
H: 0.24 -4.16 -3.53
H: -1.37 -6.08 -2.17
H: -2.12 -5.75 0.56
H: -1.77 -0.54 -0.17
H: -4.38 -1.65 0.28
H: -4.81 0.16 0.55
C: -7.02 0.91 -5.97
O: -6.19 -0.16 -5.53
H: -7.28 0.74 -7.02
H: -7.93 0.94 -5.37
H: -6.47 1.85 -5.88
H: -5.98 0.02 -4.60
C: 2.91 2.51 -3.50
O: 3.00 1.42 -2.61
H: 2.61 2.14 -4.49
H: 2.17 3.23 -3.14
H: 3.89 3.00 -3.59
H: 3.27 1.78 -1.74
C: 4.42 4.95 0.29
O: 4.16 4.24 -0.91
H: 3.72 4.63 1.06
H: 5.44 4.74 0.62
H: 4.30 6.03 0.11
H: 4.80 4.55 -1.57
C: 5.06 -2.10 -0.32
O: 5.38 -1.57 0.95
H: 5.41 -1.41 -1.09
H: 5.56 -3.07 -0.45
H: 3.98 -2.23 -0.41
H: 5.06 -2.21 1.61
C: -7.43 3.39 -0.34
O: -6.61 2.32 0.10
H: -7.70 3.22 -1.39
H: -8.34 3.42 0.26
H: -6.89 4.33 -0.25
H: -6.39 2.50 1.03
C: 8.80 -2.31 1.77
O: 8.39 -1.32 0.85
H: 9.89 -2.37 1.77
H: 8.46 -2.05 2.78
H: 8.39 -3.28 1.48
H: 7.42 -1.29 0.88
C: -7.55 -2.31 -0.14
O: -7.12 -3.01 -1.29
H: -8.33 -2.89 0.35
H: -6.71 -2.19 0.55
H: -7.94 -1.34 -0.43
H: -6.42 -2.48 -1.71
C: 7.61 0.46 5.21
O: 7.34 -0.26 4.01
H: 6.90 0.14 5.98
H: 8.63 0.25 5.54
H: 7.48 1.53 5.03
H: 7.98 0.05 3.35

Löwdin population analysis, charges in e, atoms 1 to 6:
1 N -0.0279
2 C -0.2756
3 C -0.1783
4 C -0.1684
5 C -0.1340
6 C -0.2595

[3]
The following is a DFT calculation (wB97M-V/def2-TZVPD) of an isolated molecule of C5H14N2O in a non-equilibrium geometry.

The orbital gap comes out at 9.51 eV. The calculation puts the energy above the lowest of the compared OMol25 structures with the same formula, charge and spin at 448.8 kJ/mol. Its SMILES is C[C@@H](CCN)NCO. As for the HOMO energy: -0.31435 Ha.

Element x y z (Å)
C: 1.87 0.64 -0.66
C: 0.61 0.09 -0.09
C: -0.77 0.95 -0.55
C: -0.80 2.28 0.20
N: -1.43 2.30 1.58
N: 0.30 -1.11 -0.82
C: -0.41 -2.13 -0.12
O: 0.60 -3.09 0.33
H: 2.15 0.36 -1.71
H: 1.87 1.80 -0.53
H: 2.66 0.30 -0.13
H: 0.57 0.20 1.02
H: -0.73 1.14 -1.59
H: -1.65 0.13 -0.62
H: -1.24 2.87 -0.65
H: 0.30 2.52 0.35
H: -2.34 1.93 1.66
H: -1.30 3.24 1.89
H: 1.30 -1.65 -0.97
H: -1.31 -1.97 0.44
H: -1.00 -2.83 -0.89
H: 0.84 -2.62 1.13

Löwdin population analysis, charges in e, atoms 1 to 6:
1 C -0.0846
2 C -0.4105
3 C -0.1570
4 C -0.2803
5 N 0.0114
6 N -0.0780

[4]
The following is a DFT calculation (wB97M-V/def2-TZVPD) of a cluster of 3 separate species, C3H8N2O2 in total in a non-equilibrium geometry.

The orbital gap comes out at 10.01 eV. The calculation puts the energy above the lowest of the compared OMol25 structures with the same formula, charge and spin at 144.9 kJ/mol. Its SMILES is c1c[nH]cn1.O.O. As for the HOMO energy: -0.34087 Ha.

Element x y z (Å)
C: 1.12 0.14 -1.11
C: -0.25 0.18 -1.13
N: -0.76 -1.07 -0.85
C: 0.26 -1.87 -0.78
N: 1.44 -1.17 -0.88
H: 1.84 0.92 -0.97
H: -0.87 1.04 -1.31
H: 0.24 -2.92 -0.99
H: 2.32 -1.58 -0.58
H: 1.05 1.39 2.44
H: 0.77 1.91 0.96
O: 1.23 2.06 1.79
H: -2.44 0.24 0.49
H: -3.29 0.04 1.62
O: -2.66 0.69 1.32

Löwdin population analysis, charges in e, atoms 1 to 6:
1 C -0.1197
2 C -0.1657
3 N 0.0378
4 C -0.2072
5 N 0.0435
6 H 0.1081

[5]
The following is a DFT calculation (wB97M-V/def2-TZVPD) of a structure of composition C33H36N2O6S2SbZr.

The orbital gap comes out at 7.09 eV. The calculation puts the energy above the lowest of the compared OMol25 structures with the same formula, charge and spin at 0.0 kJ/mol. The charge is +1. As for the HOMO energy: -0.40684 Ha.

Element x y z (Å)
Zr: -1.16 0.45 -0.84
C: 2.99 -4.53 3.60
O: 1.93 -3.62 3.31
C: 1.96 -2.93 2.18
C: 2.99 -3.03 1.22
C: 2.91 -2.28 0.08
C: 1.82 -1.41 -0.19
C: 1.69 -0.77 -1.44
C: 2.81 -0.67 -2.43
O: 0.60 -0.22 -1.81
C: 0.82 -1.28 0.83
O: -0.17 -0.41 0.71
C: 0.89 -2.05 1.97
H: 2.74 -4.97 4.56
H: 3.94 -4.00 3.68
H: 3.06 -5.31 2.84
H: 3.82 -3.70 1.37
H: 3.70 -2.39 -0.65
H: 3.54 -1.47 -2.38
H: 3.33 0.27 -2.23
H: 2.39 -0.62 -3.44
H: 0.14 -1.95 2.74
C: -0.92 -2.79 -1.61
C: -1.59 -4.11 -2.05
N: -3.03 -4.03 -1.89
C: -3.55 -3.04 -2.82
C: -2.79 -1.71 -2.69
N: -1.96 -1.73 -1.43
C: -2.85 -2.15 -0.30
C: -3.32 -3.61 -0.52
H: -0.20 -2.45 -2.35
H: -0.41 -2.91 -0.65
H: -1.21 -4.95 -1.46
H: -1.37 -4.33 -3.10
H: -4.61 -2.90 -2.61
H: -3.47 -3.43 -3.84
H: -3.47 -0.87 -2.64
H: -2.10 -1.55 -3.52
H: -3.69 -1.46 -0.28
H: -2.29 -2.04 0.63
H: -4.40 -3.68 -0.35
H: -2.83 -4.29 0.16
O: -4.86 0.41 -1.11
S: -3.91 1.48 -0.95
O: -2.71 1.18 -1.91
O: -4.34 2.82 -1.12
S: -2.89 1.21 0.82
C: 3.66 6.83 -0.09
C: 3.88 6.04 1.03
C: 3.27 4.80 1.14
C: 2.42 4.35 0.14
C: 2.19 5.15 -0.98
C: 2.82 6.39 -1.09
Sb: 1.56 2.41 0.40
C: -0.05 2.80 -1.05
C: -1.11 3.65 -0.70
C: -1.86 4.29 -1.68
C: -1.58 4.08 -3.02
C: -0.54 3.25 -3.39
C: 0.23 2.62 -2.42
C: 0.45 2.88 2.15
C: 0.14 4.20 2.48
C: -0.60 4.48 3.62
C: -1.02 3.44 4.45
C: -0.69 2.13 4.14
C: 0.05 1.85 3.00
H: 4.14 7.80 -0.17
H: 4.53 6.39 1.82
H: 3.44 4.20 2.03
H: 1.52 4.82 -1.77
H: 2.63 7.00 -1.96
H: -1.35 3.82 0.34
H: -2.68 4.94 -1.39
H: -2.18 4.58 -3.78
H: -0.30 3.10 -4.44
H: 1.07 2.01 -2.73
H: 0.48 5.02 1.85
H: -0.85 5.50 3.87
H: -1.60 3.66 5.34
H: -1.00 1.33 4.79
H: 0.31 0.83 2.77

Löwdin population analysis, charges in e, atoms 1 to 6:
1 Zr 1.6091
2 C -0.0376
3 O -0.0342
4 C -0.2524
5 C 0.0104
6 C 0.0166

[6]
The following is a DFT calculation (wB97M-V/def2-TZVPD) of an isolated molecule of C4H2N2S in a non-equilibrium geometry.

The orbital gap comes out at 9.58 eV. The calculation puts the energy above the lowest of the compared OMol25 structures with the same formula, charge and spin at 111.4 kJ/mol. Its SMILES is N#C/C=C\SC#N. As for the HOMO energy: -0.35909 Ha.

Element x y z (Å)
C: -0.78 -0.54 -0.58
C: 0.39 -0.28 -1.17
C: -1.18 -0.19 0.72
C: 1.30 0.91 1.03
N: -1.53 0.10 1.77
N: 0.96 1.12 2.10
S: 1.80 0.56 -0.54
H: -1.53 -1.09 -1.15
H: 0.58 -0.60 -2.18

Löwdin population analysis, charges in e, atoms 1 to 6:
1 C -0.1555
2 C -0.4058
3 C -0.2695
4 C -0.6293
5 N 0.1752
6 N 0.1308